(1)
{"formula": "C5H10N3O2", "method": "the ωB97M-V functional and the def2-TZVPD basis", "max_force_ev_per_a": 5.08, "gap_ev": 10.0501, "e_homo_ev": -14.11, "total_charge": 1, "elements": ["C", "C", "C", "C", "C", "N", "N", "N", "O", "O", "H", "H", "H", "H", "H", "H", "H", "H", "H", "H"], "xyz": [[-0.61092, 1.50426, -1.97708], [0.33420, -0.53943, -1.80218], [-0.42681, 1.69574, -0.36435], [-0.29636, 0.42732, 0.39207], [2.08598, -1.94572, 1.33080], [-0.04285, 0.54042, -2.49736], [-0.19672, -0.63416, -0.50538], [-1.53500, 0.16117, 1.23057], [0.96137, -1.49498, -2.26622], [1.19863, -1.91993, 2.18298], [-1.06329, 2.28704, -2.66885], [0.29498, 2.41502, -0.36551], [-1.25540, 2.17968, 0.22896], [3.05134, -2.50486, 1.64515], [1.94939, -1.63242, 0.25834], [0.07855, -1.56156, -0.09015], [-1.34770, -0.84056, 1.61458], [-2.26149, 0.32943, 0.58231], [-1.45660, 0.90175, 1.98980], [0.53871, 0.63178, 1.08152]], "forces_ev_per_a": [[-0.7162, 2.1763, 2.0268], [1.5921, -3.6756, 0.2095], [-4.7601, 0.2324, -1.7628], [1.8526, 0.5621, -0.4244], [0.1229, -1.9381, 1.8163], [-0.2013, 0.2891, -2.7764], [0.8157, -3.0963, 0.9071], [3.4782, -0.2287, 2.3044], [-1.1322, 2.1719, 1.0807], [0.7078, 0.7828, -1.9526], [0.4918, -0.7598, 1.3432], [2.6833, 1.4260, 0.6662], [0.3022, 0.4001, -1.4673], [-1.0353, 1.1493, -0.8444], [0.3386, 0.0281, 0.8222], [-0.4630, 1.3397, -0.5705], [-1.1878, 1.9693, -0.5571], [-1.8060, -0.4300, -0.3445], [-0.8777, -1.4001, -0.7276], [-0.2057, -0.9987, 0.2511]], "nbo_charge": [0.231, 0.748, -0.512, 0.108, 0.266, -0.452, -0.684, -0.698, -0.504, -0.553, 0.235, 0.269, 0.216, 0.161, 0.133, 0.425, 0.488, 0.447, 0.454, 0.221]}

---

(2)
{"formula": "C4H8N2O", "method": "the ωB97M-V functional and the def2-TZVPD basis", "max_force_ev_per_a": 3.57, "gap_ev": 10.0383, "e_homo_ev": -9.04, "elements": ["C", "C", "C", "C", "N", "N", "O", "H", "H", "H", "H", "H", "H", "H", "H"], "xyz": [[-0.30157, 0.02885, 0.26476], [-0.85367, -1.13912, 2.03935], [0.98250, -0.67586, -1.94023], [0.48045, 0.48910, -0.93207], [-0.12718, -1.15528, 0.76971], [-1.70858, 0.17191, 1.98247], [-1.10494, 0.88625, 0.90165], [-1.53433, -1.92475, 2.26131], [-0.22235, -0.94177, 2.90360], [1.45151, -1.49272, -1.32407], [1.71134, -0.17074, -2.67913], [0.24040, -1.23126, -2.42415], [-0.10846, 1.17478, -1.49733], [1.33302, 1.13784, -0.59128], [-2.66663, -0.05405, 1.85320]], "forces_ev_per_a": [[1.3714, -2.6826, 0.1677], [-0.6776, 3.0696, -0.1633], [2.2905, 1.6300, 2.2039], [0.7263, -0.5895, -0.8384], [-0.7773, 1.3497, 0.1840], [2.4543, -1.2608, 1.5075], [-0.9282, 0.3737, -0.3505], [-0.3063, -1.0188, -0.1889], [0.5464, -0.5331, -0.1579], [0.2046, 1.1117, -0.5752], [-1.1319, -1.1348, 1.1567], [-1.6045, -0.0908, -0.9673], [-0.7099, 0.5428, -0.4522], [-0.5249, -0.9305, -0.1287], [-0.9329, 0.1634, -1.3975]], "nbo_charge": [0.549, -0.098, -0.599, -0.462, -0.516, -0.344, -0.351, 0.186, 0.182, 0.231, 0.212, 0.212, 0.221, 0.235, 0.342]}

---

(3)
{"formula": "C20H32ClN3O2S", "method": "the ωB97M-V functional and the def2-TZVPD basis", "max_force_ev_per_a": 0.20, "gap_ev": 9.3748, "e_homo_ev": -8.94, "elements": ["C", "C", "C", "C", "C", "C", "N", "C", "O", "C", "C", "C", "C", "C", "C", "C", "Cl", "C", "N", "C", "C", "C", "S", "N", "O", "C", "C", "H", "H", "H", "H", "H", "H", "H", "H", "H", "H", "H", "H", "H", "H", "H", "H", "H", "H", "H", "H", "H", "H", "H", "H", "H", "H", "H", "H", "H", "H", "H", "H"], "xyz": [[0.42084, -4.66647, 2.31800], [-0.47870, -3.50638, 1.91261], [0.29520, -2.35602, 1.28063], [-0.60317, -1.19212, 0.87554], [0.12718, -0.05572, 0.16475], [1.05052, 0.72468, 1.08594], [1.69909, 1.80441, 0.35963], [2.32315, 2.81762, 1.00526], [2.27718, 2.96165, 2.21101], [3.13253, 3.74593, 0.08529], [4.57020, 3.25926, 0.14113], [5.28340, 3.36649, 1.32773], [6.59255, 2.90804, 1.41635], [7.35403, 3.03115, 2.70802], [7.18327, 2.33261, 0.29477], [6.46388, 2.22757, -0.88205], [7.21323, 1.51003, -2.27915], [5.16099, 2.68536, -0.97578], [3.02368, 5.13498, 0.49200], [3.87616, 5.96941, -0.35617], [3.64924, 7.47697, -0.23051], [2.67430, 8.04697, -1.25980], [0.94950, 7.75829, -0.93658], [0.64377, 8.49674, 0.35398], [0.19887, 7.99890, -2.15416], [0.91707, 5.99062, -0.64262], [1.64957, 5.59572, 0.64840], [-0.15004, -5.47959, 2.76720], [0.95171, -5.06957, 1.45311], [1.16998, -4.34412, 3.04401], [-1.23950, -3.85661, 1.20817], [-1.02058, -3.13551, 2.78802], [1.06173, -2.01737, 1.98449], [0.83014, -2.72242, 0.39677], [-1.38933, -1.57116, 0.21639], [-1.11243, -0.79726, 1.76111], [0.70508, -0.46565, -0.67214], [-0.60062, 0.63891, -0.26353], [0.48882, 1.16755, 1.90913], [1.80664, 0.07239, 1.53168], [1.86828, 1.68418, -0.62547], [2.77450, 3.60391, -0.95316], [4.79469, 3.81062, 2.18695], [8.34437, 2.58517, 2.62968], [7.47435, 4.07871, 2.98830], [6.81919, 2.53667, 3.51978], [8.20063, 1.96601, 0.33487], [4.62398, 2.60260, -1.91245], [4.91123, 5.74154, -0.10141], [3.76368, 5.69144, -1.42209], [3.34412, 7.75073, 0.78017], [4.60669, 7.96998, -0.40567], [2.73841, 9.13374, -1.32023], [2.85858, 7.62928, -2.25144], [-0.28449, 8.90330, 0.35154], [-0.15081, 5.77335, -0.58326], [1.31059, 5.50014, -1.53599], [1.08969, 4.81056, 1.14980], [1.62444, 6.44550, 1.33046]], "forces_ev_per_a": [[0.0026, -0.0020, 0.0012], [-0.0052, 0.0028, -0.0021], [0.0080, 0.0091, 0.0179], [-0.0019, -0.0200, -0.0292], [-0.0193, 0.0188, 0.0159], [0.0282, -0.0109, -0.0156], [0.0090, 0.0090, -0.0027], [0.0109, 0.0034, -0.0039], [-0.0048, 0.0017, 0.0071], [-0.0177, 0.0011, -0.0230], [0.0017, -0.0088, -0.0012], [-0.0089, 0.0046, 0.0011], [0.0073, -0.0015, 0.0026], [0.0004, 0.0014, 0.0037], [-0.0026, 0.0008, 0.0010], [0.0069, -0.0045, -0.0108], [-0.0017, 0.0013, 0.0032], [-0.0038, 0.0027, -0.0016], [0.0385, 0.0006, 0.0021], [-0.0263, 0.0038, -0.0128], [-0.0103, -0.0240, 0.0011], [0.0491, -0.0030, 0.0457], [-0.0280, -0.0476, 0.0138], [0.0805, 0.1821, -0.0462], [-0.0007, 0.0055, -0.0255], [-0.0134, -0.0331, -0.0397], [-0.0193, -0.0091, -0.0153], [-0.0006, 0.0009, -0.0006], [0.0000, 0.0001, 0.0002], [-0.0003, -0.0007, 0.0000], [0.0001, -0.0002, 0.0022], [0.0009, -0.0021, 0.0000], [-0.0004, -0.0002, -0.0011], [0.0007, 0.0013, 0.0017], [0.0010, 0.0012, 0.0005], [-0.0008, 0.0008, -0.0016], [-0.0033, -0.0015, -0.0005], [0.0013, -0.0012, 0.0007], [-0.0039, -0.0016, -0.0027], [-0.0040, 0.0023, 0.0051], [-0.0143, -0.0016, 0.0062], [0.0026, -0.0037, 0.0150], [0.0032, 0.0000, 0.0014], [0.0001, -0.0007, -0.0004], [-0.0005, -0.0003, -0.0007], [-0.0001, 0.0004, -0.0001], [-0.0002, 0.0006, 0.0007], [0.0017, -0.0008, 0.0007], [-0.0055, 0.0008, 0.0054], [0.0019, 0.0063, 0.0204], [0.0072, 0.0143, 0.0008], [0.0019, -0.0053, -0.0041], [-0.0228, -0.0024, 0.0113], [0.0016, 0.0070, -0.0102], [-0.0393, -0.1128, 0.0451], [-0.0026, 0.0151, 0.0013], [-0.0120, -0.0067, 0.0070], [0.0128, -0.0022, 0.0138], [-0.0052, 0.0090, -0.0039]], "nbo_charge": [-0.601, -0.389, -0.394, -0.388, -0.398, -0.218, -0.613, 0.688, -0.621, -0.141, -0.010, -0.167, -0.005, -0.629, -0.235, -0.019, -0.004, -0.254, -0.425, -0.218, -0.430, -0.652, 2.056, -1.218, -0.956, -0.700, -0.249, 0.210, 0.201, 0.202, 0.193, 0.195, 0.194, 0.193, 0.205, 0.199, 0.192, 0.208, 0.216, 0.192, 0.394, 0.164, 0.237, 0.215, 0.224, 0.227, 0.224, 0.222, 0.219, 0.156, 0.241, 0.229, 0.256, 0.233, 0.395, 0.254, 0.230, 0.232, 0.241]}

---

(4)
{"formula": "C5H29NO11", "method": "the ωB97M-V functional and the def2-TZVPD basis", "max_force_ev_per_a": 2.92, "gap_ev": 10.1246, "e_homo_ev": -9.95, "elements": ["C", "C", "O", "C", "N", "C", "C", "O", "H", "H", "H", "H", "H", "H", "H", "H", "H", "H", "H", "H", "H", "O", "H", "H", "O", "H", "H", "O", "H", "H", "O", "H", "H", "O", "H", "H", "O", "H", "H", "O", "H", "H", "O", "H", "H", "O"], "xyz": [[-1.55489, 0.57820, 0.71432], [-2.46259, -0.41998, -0.04264], [-1.82365, -1.65823, -0.17162], [-0.27115, 0.78540, -0.06698], [0.86363, 0.21502, 0.44448], [2.16420, 0.29718, -0.25236], [3.12645, 1.19558, 0.53767], [-0.23965, 1.48820, -1.06800], [-2.09897, 1.55972, 0.78872], [-1.34492, 0.21055, 1.78536], [-3.37546, -0.65069, 0.52729], [-2.78479, -0.05340, -1.05154], [0.03066, 0.35350, -3.86189], [0.84173, -0.41255, 1.23564], [2.52598, -0.75467, -0.35547], [2.02805, 0.75131, -1.24768], [3.19749, 0.92421, 1.67692], [4.14668, 1.14342, 0.12731], [2.86370, 2.32366, 0.55026], [-1.24566, -1.65498, -0.97048], [0.52804, -2.34623, -1.51041], [-0.06771, -1.93531, -2.17222], [-2.15606, -1.01036, -4.44936], [-1.38312, -1.09160, -3.15387], [-1.67619, -0.48824, -3.80115], [1.80272, -3.86913, -0.39772], [0.91808, -2.93386, 0.43928], [1.53402, -2.92655, -0.29858], [0.43602, -1.16069, -2.51547], [0.53103, 0.88888, -2.40028], [0.82172, 0.33966, -3.26271], [-0.16901, 2.20492, 3.07238], [-0.55605, 2.04389, 4.58832], [-0.62001, 1.62352, 3.73184], [0.97354, 2.41455, 1.30318], [0.15141, 3.77429, 1.42121], [0.71125, 3.11683, 1.94903], [-2.30429, 0.96905, -3.05346], [-1.71528, 1.76396, -1.97386], [-2.51385, 1.69654, -2.46625], [-0.07224, -2.18837, 2.27957], [-0.96256, -2.52186, 1.11490], [-0.28121, -2.85510, 1.66220], [1.01631, -1.01546, 3.92984], [0.00810, 0.06332, 3.46498], [0.45845, -0.77811, 3.19933]], "forces_ev_per_a": [[-0.5547, 0.1377, 1.0275], [-0.7251, 0.0783, -0.2301], [0.3697, -0.6136, -0.4279], [0.7292, -0.8937, 2.0237], [-0.3203, 0.6537, -1.3161], [0.0036, 0.0920, 0.2852], [0.4030, 1.0137, 1.9588], [0.2966, 0.5077, -0.5406], [0.6126, -0.8072, -0.0812], [-0.3680, 0.4682, -1.7861], [0.2315, 0.5474, 0.0062], [0.3783, 0.0829, 1.0051], [0.9005, 0.0952, 0.7844], [-0.3995, 0.1244, 0.1776], [-0.0503, 0.9634, 0.0115], [0.0271, -0.4957, 0.4921], [-0.1702, 0.2027, -2.1097], [-0.3372, -0.0742, 0.1265], [0.1382, -1.8276, -0.3320], [-0.0843, -0.1324, 0.2121], [0.1018, -0.2342, -0.0919], [-0.0322, 0.1389, 0.0127], [-0.0578, 0.0273, -0.0705], [0.7167, -1.5590, 1.3978], [-0.9952, 0.9903, -1.8480], [-0.2323, 1.0712, 0.0310], [-0.7723, -0.0356, 1.1276], [1.2113, -1.2412, -0.9220], [0.0841, 0.0080, -0.2173], [0.5030, -1.2375, -2.5919], [-1.0487, 1.4259, 1.5548], [-0.1036, 0.0637, 0.3922], [0.0665, 0.1807, 0.1597], [-0.0838, -0.1967, -0.3259], [-0.2385, 0.7883, 0.5664], [1.1979, -1.4295, 0.9794], [-0.9241, 0.7192, -1.7013], [-0.2558, -0.2829, -0.4640], [1.0673, 0.4545, 0.8971], [-1.4202, 0.4394, -0.5862], [0.2781, 1.4134, 1.4140], [-1.6474, 0.8274, -1.1860], [1.2423, -2.5593, -0.1696], [0.4206, -0.1900, 0.5046], [0.1636, -0.1702, 0.0450], [-0.3221, 0.4652, -0.1948]], "nbo_charge": [-0.539, -0.076, -0.787, 0.714, -0.638, -0.260, -0.632, -0.710, 0.247, 0.232, 0.187, 0.215, 0.503, 0.442, 0.240, 0.230, 0.209, 0.228, 0.208, 0.503, 0.512, -1.045, 0.490, 0.503, -0.971, 0.486, 0.505, -0.987, 0.507, 0.499, -1.018, 0.511, 0.485, -0.992, 0.500, 0.499, -0.960, 0.479, 0.474, -0.987, 0.490, 0.498, -0.986, 0.485, 0.518, -1.009]}

---

(5)
{"formula": "C3H8Cl2O2SSi", "method": "the ωB97M-V functional and the def2-TZVPD basis", "max_force_ev_per_a": 3.64, "gap_ev": 9.4386, "e_homo_ev": -9.95, "elements": ["C", "C", "C", "O", "O", "Si", "S", "Cl", "Cl", "H", "H", "H", "H", "H", "H", "H", "H"], "xyz": [[-0.08637, 0.16376, 1.53733], [-0.21811, 0.87650, -0.98094], [0.03923, -0.17952, 0.11581], [-2.21047, -1.95608, -1.18780], [-2.13193, -1.87346, 1.31504], [0.97277, -1.78356, -0.34665], [-1.94995, -1.19598, 0.02573], [2.84060, -1.26616, 0.08881], [-3.19693, 0.43527, -0.18970], [-0.29752, -0.78606, 2.13691], [-0.72869, 1.11962, 1.74900], [0.89494, 0.57124, 1.79038], [-0.79152, 0.22975, -1.82790], [0.70484, 1.14656, -1.42284], [-0.84614, 1.63080, -0.47214], [0.62086, -1.82282, -1.66914], [0.56135, -2.94199, 0.45783]], "forces_ev_per_a": [[0.1524, 1.4118, 1.3614], [-1.7953, -3.1502, -0.0018], [-3.1883, -1.4189, -1.0357], [0.4309, 0.5030, 0.7599], [-0.2620, 1.1009, -1.5780], [-1.1319, 0.8439, 1.9520], [1.1991, -1.4225, 0.5177], [1.6097, 0.1105, 0.0894], [-0.4466, 0.1637, 0.4461], [0.1310, 1.7896, -0.4329], [0.4508, -2.1589, -0.3256], [0.3924, -0.3027, 0.4377], [1.0959, 2.0484, 1.7108], [0.8792, 0.9292, -0.3042], [0.5325, 0.0747, -1.0924], [-0.0677, -0.5585, -2.4701], [0.0180, 0.0361, -0.0344]], "nbo_charge": [-0.740, -0.694, -0.294, -0.911, -0.904, 1.114, 1.854, -0.347, -0.256, 0.275, 0.233, 0.243, 0.255, 0.236, 0.238, -0.174, -0.129]}

---

(6)
{"formula": "C3H4N2O", "method": "the ωB97M-V functional and the def2-TZVPD basis", "max_force_ev_per_a": 1.02, "gap_ev": 9.4656, "e_homo_ev": -9.84, "elements": ["C", "C", "N", "O", "N", "C", "H", "H", "H", "H"], "xyz": [[-1.48194, -0.16728, 0.10324], [-0.07925, -0.53420, 0.44793], [0.61622, -1.26359, 1.07722], [2.65685, -0.43264, 0.43041], [2.12504, 0.38580, -0.26841], [1.01152, 0.74139, -0.59428], [-1.68222, 0.87142, 0.38081], [-2.16916, -0.82120, 0.64360], [-1.64930, -0.27976, -0.97161], [0.61997, 1.50414, -1.24586]], "forces_ev_per_a": [[-0.0837, 0.0116, -0.0074], [0.4379, -0.7013, 0.5999], [-0.6026, 0.6065, -0.5237], [-0.1878, 0.3152, -0.2643], [-0.4119, -0.1567, 0.1156], [0.6417, 0.0407, -0.0195], [0.0493, -0.1519, -0.0557], [0.1063, 0.0944, -0.0809], [0.0399, 0.0316, 0.1578], [0.0108, -0.0901, 0.0782]], "nbo_charge": [-0.675, 0.160, -0.279, -0.251, 0.164, -0.085, 0.238, 0.247, 0.239, 0.243]}